{"formula": "C22H45AlBBrIO10P2", "method": "ωB97M-V/def2-TZVPD", "symbols": ["I", "Br", "P", "P", "Al", "O", "O", "O", "O", "O", "O", "O", "O", "O", "O", "C", "C", "C", "C", "C", "C", "C", "C", "C", "C", "C", "C", "C", "C", "C", "C", "C", "C", "C", "C", "C", "C", "B", "H", "H", "H", "H", "H", "H", "H", "H", "H", "H", "H", "H", "H", "H", "H", "H", "H", "H", "H", "H", "H", "H", "H", "H", "H", "H", "H", "H", "H", "H", "H", "H", "H", "H", "H", "H", "H", "H", "H", "H", "H", "H", "H", "H", "H"], "positions_angstrom": [[1.672, -0.992, 6.109], [2.652, -4.646, 4.776], [-6.432, 1.689, 0.167], [4.105, 0.382, -3.061], [1.746, -2.539, 4.021], [-7.487, 2.021, -0.982], [3.457, 1.042, -1.902], [5.646, 0.256, -2.525], [-5.116, 1.870, -0.775], [4.487, -1.910, 2.518], [-6.517, 0.078, 0.183], [4.240, 1.636, -4.101], [-5.956, 2.139, 1.486], [4.281, -0.736, -4.199], [2.540, -1.381, 1.323], [-1.225, -2.038, 3.556], [-0.021, 0.052, 2.770], [-7.404, -0.569, 1.102], [3.228, 2.643, -4.165], [-2.405, -2.606, 4.052], [-0.074, -2.966, 3.252], [-2.868, 2.178, 0.030], [5.925, -0.583, -1.396], [-3.530, -1.851, 4.328], [5.085, -1.050, 3.480], [-7.003, 0.507, -2.871], [-7.229, 1.921, -2.388], [4.921, -0.538, -5.466], [3.741, 3.935, -3.567], [-4.123, 2.855, -0.471], [5.953, -2.054, -1.767], [-8.846, -0.521, 0.628], [6.406, -0.275, -5.373], [-1.221, -0.652, 3.348], [6.611, -1.265, 3.431], [-2.355, 0.093, 3.645], [-3.516, -0.477, 4.137], [3.081, -1.873, 2.494], [-0.230, 1.126, 2.773], [-6.984, 0.495, -3.962], [-4.401, 0.114, 4.338], [4.908, 0.002, 3.228], [6.262, -2.655, -0.912], [7.104, -0.416, 2.957], [6.899, -0.275, -1.019], [2.988, 2.790, -5.221], [2.965, 4.702, -3.568], [-3.915, 3.396, -1.398], [-7.069, -1.602, 1.174], [4.597, 4.302, -4.137], [-0.335, -3.955, 3.633], [-2.327, 1.162, 3.463], [-4.448, -2.305, 4.686], [-4.494, 3.579, 0.253], [5.192, -0.401, -0.606], [-9.219, 0.505, 0.606], [-7.305, -0.119, 2.093], [6.642, -2.229, -2.594], [-8.931, -0.917, -0.385], [4.080, 3.777, -2.544], [4.759, -1.471, -6.008], [-3.085, 1.548, 0.893], [6.840, -0.307, -6.374], [-2.452, 1.526, -0.740], [6.614, 0.704, -4.945], [6.805, -2.121, 2.785], [0.119, -0.230, 1.726], [-2.111, 2.912, 0.313], [2.315, 2.319, -3.665], [-8.124, 2.322, -2.866], [7.009, -1.470, 4.423], [6.897, -1.022, -4.751], [3.178, -0.805, 0.879], [-2.446, -3.679, 4.200], [-6.411, 2.578, -2.678], [0.041, -3.020, 2.163], [4.968, -2.398, -2.088], [4.413, 0.236, -6.038], [-6.056, 0.108, -2.512], [4.692, -1.243, 4.481], [0.889, -0.082, 3.349], [-7.797, -0.154, -2.525], [-9.485, -1.104, 1.291]], "forces_ev_per_a": [[0.0, 0.0, 0.1], [-0.1, 0.2, 0.0], [4.6, -2.5, -2.2], [5.2, 4.2, -1.0], [-0.1, -0.6, -0.2], [-1.1, 0.9, 1.8], [-2.4, -2.6, -0.1], [-0.3, -0.3, -0.1], [-0.5, 0.0, -0.1], [-0.3, 0.8, -0.1], [-0.5, 0.5, 0.0], [-0.3, -0.6, -0.2], [-2.6, 1.3, 0.3], [-2.2, -1.0, 1.3], [-0.1, 0.2, 0.1], [-0.3, -0.5, 0.1], [-0.7, 0.5, -0.1], [-0.2, -0.2, 0.2], [0.0, 0.3, 0.0], [-0.1, 0.0, 0.0], [0.0, 0.8, 0.4], [0.0, -0.2, 0.0], [0.1, -0.1, 0.2], [-0.4, 0.3, 0.2], [0.9, -0.2, 0.0], [0.2, -0.2, 0.2], [-0.2, 0.2, -0.7], [0.0, -0.2, -0.8], [0.2, 0.0, 0.1], [0.4, 0.0, 0.0], [-0.1, 0.0, -0.1], [0.0, 0.2, -0.1], [0.1, 0.2, 0.3], [0.3, -0.1, 0.0], [-0.4, -0.2, -0.2], [-0.1, 0.3, -0.1], [0.1, -0.3, -0.1], [0.2, -0.1, 0.0], [0.1, 0.0, 0.0], [-0.1, 0.1, 0.0], [0.1, 0.1, 0.0], [-0.4, -0.1, 0.1], [0.0, 0.0, 0.0], [0.1, 0.1, 0.3], [0.0, 0.1, -0.1], [0.1, -0.1, 0.0], [0.0, 0.0, 0.0], [-0.1, -0.1, -0.1], [0.1, 0.0, -0.1], [0.0, 0.0, 0.0], [0.0, -0.1, -0.2], [0.0, 0.0, 0.0], [0.1, -0.2, 0.0], [-0.1, -0.1, 0.1], [0.0, 0.1, 0.0], [0.0, 0.0, 0.0], [0.1, 0.0, 0.0], [0.1, 0.0, 0.0], [0.0, -0.1, 0.0], [-0.1, -0.1, 0.0], [-0.1, -0.1, 0.2], [0.0, 0.1, 0.1], [-0.1, -0.1, 0.0], [0.0, 0.1, 0.0], [0.0, 0.0, 0.0], [0.0, -0.1, 0.2], [0.3, -0.2, 0.1], [0.0, 0.0, 0.0], [0.1, 0.0, 0.1], [-0.1, 0.0, 0.2], [0.2, 0.1, 0.0], [0.0, 0.0, 0.0], [0.1, -0.3, -0.3], [0.1, 0.0, 0.0], [0.2, -0.1, 0.2], [0.2, -0.1, 0.0], [0.0, 0.0, 0.1], [0.0, 0.2, 0.2], [0.0, 0.0, 0.0], [-0.1, 0.0, 0.0], [0.1, -0.2, -0.1], [-0.1, 0.0, -0.1], [0.0, 0.0, 0.0]], "mulliken_charge": [-0.393, -0.524, 0.950, 1.157, 0.358, -0.335, -0.802, -0.303, -0.298, -0.480, -0.227, -0.334, -0.759, -0.342, -0.449, 0.742, -1.133, -0.302, -0.350, -1.046, -0.666, -0.916, -0.185, -0.645, 0.010, -0.936, -0.166, -0.198, -1.169, -0.474, -1.045, -0.995, -0.890, 1.176, -1.178, -0.635, -0.817, 0.289, 0.394, 0.399, 0.421, 0.198, 0.427, 0.283, 0.273, 0.317, 0.391, 0.303, 0.312, 0.307, 0.407, 0.330, 0.379, 0.402, 0.169, 0.265, 0.306, 0.246, 0.198, 0.286, 0.339, 0.134, 0.401, 0.294, 0.268, 0.299, 0.282, 0.421, 0.379, 0.347, 0.334, 0.161, 0.193, 0.315, 0.210, 0.379, 0.266, 0.233, 0.279, 0.162, 0.013, 0.176, 0.416], "energy_ev": -148023.782, "multiplicity": 1, "lumo_ev": 1.8, "charge": -1, "homo_lumo_gap_ha": 0.2398, "e_homo_ev": -4.77}

{"formula": "C22H45BBaF4NO10", "method": "ωB97M-V/def2-TZVPD", "symbols": ["Ba", "F", "F", "F", "F", "O", "O", "O", "O", "O", "O", "O", "O", "O", "O", "N", "C", "C", "C", "C", "C", "C", "C", "C", "C", "C", "C", "C", "C", "C", "C", "C", "C", "C", "C", "C", "C", "C", "B", "H", "H", "H", "H", "H", "H", "H", "H", "H", "H", "H", "H", "H", "H", "H", "H", "H", "H", "H", "H", "H", "H", "H", "H", "H", "H", "H", "H", "H", "H", "H", "H", "H", "H", "H", "H", "H", "H", "H", "H", "H", "H", "H", "H", "H"], "positions_angstrom": [[-0.130, 2.856, -0.135], [-1.005, -0.987, -0.900], [0.827, -1.308, 0.343], [-0.514, 0.414, 0.819], [0.705, 0.444, -1.046], [2.359, 3.179, -1.284], [-0.903, -3.190, 3.802], [1.675, 1.823, 1.616], [-1.509, -4.936, 1.332], [1.749, -7.204, -4.848], [1.711, 4.781, 0.970], [-0.558, 3.483, 2.407], [-1.586, 1.904, -2.227], [2.194, -7.167, -2.695], [-2.540, 2.268, 0.265], [1.746, -6.637, -3.745], [1.083, -4.628, -2.348], [-3.229, 1.183, 0.866], [-2.978, 1.775, -1.982], [-0.018, -3.533, 2.765], [-3.344, 2.754, -0.846], [-0.582, -3.858, 1.291], [1.112, -5.282, -3.610], [1.458, 2.189, 2.968], [1.360, 5.984, 1.643], [3.027, 4.839, 0.452], [-1.238, 1.297, -3.441], [-0.146, -2.828, -3.335], [0.521, -4.659, -4.731], [-1.826, -4.154, 4.257], [-2.035, -5.454, 0.123], [-0.053, -3.421, -4.574], [3.474, 3.621, -0.430], [0.461, -3.376, -2.234], [2.831, 2.152, -2.179], [-0.034, 2.438, 3.276], [2.762, 0.849, 1.396], [-1.820, 4.072, 2.752], [-0.013, -0.389, -0.172], [-1.664, 0.300, -3.553], [1.935, 1.915, -2.752], [-2.973, 3.746, -1.103], [-1.493, 1.951, -4.275], [3.200, 5.704, -0.188], [-3.208, 0.287, 0.246], [0.621, -2.659, 2.647], [0.423, -2.883, -1.274], [0.395, 5.958, 2.149], [0.243, -4.252, 0.697], [1.370, -5.164, -1.456], [-0.596, 1.517, 3.120], [-1.412, -6.282, -0.215], [-3.323, 0.743, -1.913], [-0.241, 2.649, 4.325], [1.954, 1.479, 3.630], [-1.036, -2.972, 0.846], [-3.393, 2.114, -2.931], [-0.151, 1.218, -3.461], [0.511, -5.104, -5.715], [4.242, 4.043, -1.078], [-2.567, -4.495, 3.533], [3.043, 1.229, -1.639], [-4.402, 2.886, -0.618], [3.789, 1.198, 1.503], [2.563, -0.075, 1.940], [-1.740, 4.673, 3.658], [-2.475, -3.765, 5.041], [2.044, 6.056, 2.488], [-2.557, 3.312, 3.013], [-2.014, 4.809, 1.972], [3.800, 4.879, 1.219], [-2.719, 0.931, 1.796], [-3.040, -5.830, 0.311], [3.638, 2.507, -2.819], [-2.045, -4.700, -0.664], [-1.306, -5.053, 4.590], [0.614, -4.379, 3.037], [-0.460, -2.932, -5.447], [-0.550, -1.835, -3.206], [2.025, 3.102, 3.153], [2.696, 0.617, 0.333], [-4.237, 1.406, 1.217], [1.436, 6.915, 1.082], [4.067, 2.941, 0.182]], "forces_ev_per_a": [[1.4, 0.5, -0.3], [-1.2, -0.4, -0.3], [1.0, -1.4, 1.0], [-1.0, 0.7, 1.3], [0.6, 0.9, -0.6], [2.1, -0.3, 1.4], [-1.0, -0.3, -1.2], [1.1, -0.9, -0.1], [1.1, 0.0, 0.9], [-0.1, 1.6, 2.0], [-0.4, -0.1, -0.8], [0.5, -0.5, 0.5], [-0.1, -0.3, 1.2], [-1.0, 1.5, -2.1], [-2.4, 0.4, 0.2], [0.4, -1.9, 0.6], [-0.6, -0.7, -0.9], [0.4, -0.8, 1.4], [-1.0, 1.6, -1.4], [0.6, -0.2, -0.4], [1.4, -1.1, -0.7], [-1.7, -0.1, 1.2], [-0.3, 0.8, 0.2], [0.3, 1.0, 0.4], [0.7, 0.3, 1.5], [1.0, -0.7, -1.2], [1.1, 0.0, -0.7], [0.5, 1.2, 0.0], [0.9, -0.9, 0.6], [0.1, -0.2, 0.7], [-0.7, 0.7, -0.6], [-0.5, 0.1, -0.3], [-1.0, 1.8, -0.1], [0.4, -1.5, 0.2], [-1.3, 0.0, 0.0], [-0.2, -0.4, -0.3], [-1.1, 0.3, -0.9], [0.9, 0.1, 1.0], [0.2, -0.2, -1.2], [-0.1, 0.0, 0.0], [0.3, 0.0, -0.5], [0.1, 0.1, -0.1], [-0.4, -0.1, -0.1], [-0.6, 0.4, 0.2], [-0.1, 0.1, -0.1], [-0.1, -0.1, -0.2], [0.0, 0.0, -0.1], [-0.2, -0.6, -0.6], [0.7, 0.4, 0.2], [0.6, 0.0, -0.1], [-0.1, -0.2, -0.5], [0.3, -0.2, 0.2], [0.3, -0.1, 0.7], [0.5, 0.5, 0.1], [-0.6, -0.4, 0.2], [0.0, -0.1, -0.4], [-0.8, 0.3, 0.1], [0.0, -0.2, 0.1], [0.3, -0.3, 0.1], [0.0, 0.1, -0.3], [0.2, 0.0, -1.2], [0.5, 0.2, 0.0], [0.0, -0.5, 0.1], [-0.2, 0.5, 0.8], [0.1, 0.2, 0.2], [0.4, 0.1, 0.2], [0.6, 0.5, 0.2], [0.3, 0.4, 0.1], [-0.3, 0.1, -0.8], [-0.6, -0.5, -0.2], [-0.2, 0.2, 0.5], [0.3, 0.0, -0.2], [0.1, 0.0, 0.1], [0.0, -0.1, 0.1], [-0.1, 0.1, 0.0], [0.1, -0.1, 0.0], [-0.2, -0.3, 0.2], [-0.1, 0.0, 0.0], [-0.3, 0.0, -0.2], [-0.1, 0.4, 0.0], [-0.2, -0.1, 0.1], [-0.2, 0.4, -0.6], [0.1, -0.3, -0.5], [-1.0, -1.1, -0.1]], "mulliken_charge": [1.254, -0.344, -0.259, -0.140, -0.408, -0.209, -0.168, 0.519, -0.235, -0.540, 0.313, 0.007, 0.172, -0.565, -0.214, 0.924, -0.368, -0.876, -0.578, -0.683, -0.806, 0.528, -0.183, -0.890, -0.942, -0.864, -0.945, -0.532, -0.517, -0.567, -0.606, -0.311, -0.531, 0.291, -0.444, -0.398, -1.074, -0.982, 0.112, 0.426, -0.112, 0.245, 0.368, 0.453, 0.242, 0.212, 0.158, 0.186, 0.080, 0.540, 0.102, 0.315, 0.299, 0.598, 0.595, 0.142, 0.605, 0.088, 0.469, 0.633, 0.281, 0.243, 0.429, 0.302, 0.410, 0.317, 0.294, 0.360, 0.305, 0.338, 0.405, 0.166, 0.299, 0.379, 0.279, 0.347, 0.454, 0.424, 0.202, 0.191, 0.104, 0.373, 0.344, 0.168], "de_lowest_kj_mol": 0.0, "energy_ev": -57734.090, "multiplicity": 2, "lumo_ev": [-4.3, -10.4], "charge": 2, "homo_lumo_gap_ha": [0.3497, 0.1248], "e_homo_ev": [-13.85, -13.83]}

{"formula": "C22H45Cl18FN2O4P", "method": "ωB97M-V/def2-TZVPD", "symbols": ["Cl", "Cl", "Cl", "Cl", "Cl", "Cl", "Cl", "Cl", "Cl", "Cl", "Cl", "Cl", "Cl", "Cl", "Cl", "Cl", "Cl", "Cl", "P", "F", "O", "O", "O", "O", "N", "N", "C", "C", "C", "C", "C", "C", "C", "C", "C", "C", "C", "C", "C", "C", "C", "C", "C", "C", "C", "C", "C", "C", "H", "H", "H", "H", "H", "H", "H", "H", "H", "H", "H", "H", "H", "H", "H", "H", "H", "H", "H", "H", "H", "H", "H", "H", "H", "H", "H", "H", "H", "H", "H", "H", "H", "H", "H", "H", "H", "H", "H", "H", "H", "H", "H", "H", "H"], "positions_angstrom": [[-6.704, 6.453, 2.064], [-5.188, 5.131, -0.673], [-7.085, 1.194, 3.679], [8.131, -4.048, -1.887], [-5.664, -1.213, 1.192], [-1.633, -6.403, -3.958], [4.766, -0.940, 2.632], [-1.604, 4.915, 1.862], [-3.404, 2.051, 2.058], [-3.949, -2.347, -1.528], [6.563, 1.931, 2.233], [9.041, -0.942, -0.830], [0.542, -7.739, -6.213], [3.291, -6.072, -2.753], [4.248, 2.658, -2.829], [5.242, -0.393, -1.678], [3.229, -2.673, -3.006], [-4.598, 1.468, 5.959], [-1.111, 1.586, -1.803], [-1.061, 0.133, 3.429], [2.125, 1.343, 0.774], [-0.558, 1.150, -3.271], [1.044, 1.701, 2.669], [-2.396, 0.620, -1.528], [0.127, 1.189, -0.771], [-1.591, 3.056, -1.759], [4.731, 2.241, -1.157], [8.094, -2.533, -2.833], [-0.216, 1.209, 0.666], [9.223, -1.603, -2.472], [-6.105, -0.129, 4.358], [1.097, 1.437, 1.456], [-6.746, 5.984, -0.629], [4.856, 1.790, 2.782], [-0.823, -7.986, -3.856], [4.626, -4.941, -2.385], [-3.290, 4.745, 2.411], [-5.578, -0.444, -0.417], [4.637, 0.551, 3.603], [0.564, -7.958, -4.443], [-0.945, -0.117, 1.042], [4.131, -3.641, -1.811], [-5.741, 0.114, 5.800], [-5.497, -1.456, -1.528], [-6.759, 7.087, 0.398], [-0.660, -0.692, 2.408], [5.817, 1.206, -1.119], [-3.520, 3.454, 3.148], [-7.679, 7.663, 0.309], [-6.616, 0.333, 6.407], [-4.716, 0.222, -0.420], [-1.452, -8.716, -4.360], [-5.249, -0.768, 6.207], [9.222, -0.758, -3.158], [-3.934, 4.817, 1.539], [-0.765, -8.246, -2.801], [6.137, 1.091, -0.089], [-5.216, -0.234, 3.742], [5.346, 0.475, 4.424], [3.851, 1.899, -0.616], [-3.496, 5.586, 3.072], [-6.698, -1.038, 4.272], [5.190, -4.785, -3.300], [-6.907, 6.408, -1.620], [7.129, -2.058, -2.667], [-5.569, -0.946, -2.487], [-6.479, 0.156, -0.529], [10.189, -2.097, -2.532], [6.671, 1.486, -1.732], [-4.524, 3.441, 3.573], [-2.012, 0.087, 1.013], [-5.914, 7.758, 0.268], [1.062, -8.906, -4.248], [5.087, 3.159, -0.692], [-7.527, 5.253, -0.434], [-1.412, 3.458, -2.672], [3.480, -3.803, -0.956], [-6.298, -2.187, -1.461], [3.626, 0.578, 4.007], [5.271, -5.436, -1.662], [4.204, 1.800, 1.907], [0.612, 0.339, -1.032], [-0.759, -0.839, 0.253], [0.380, -0.996, 2.508], [8.171, -2.813, -3.882], [-2.803, 3.315, 3.954], [1.161, -7.160, -4.013], [-2.202, -0.278, -1.834], [-0.866, 2.054, 0.865], [0.197, 0.556, -3.152], [4.642, 2.670, 3.383], [-1.256, -1.603, 2.504], [4.980, -3.040, -1.487]], "forces_ev_per_a": [[0.0, 0.0, 0.0], [0.0, -0.1, -0.1], [0.0, 0.1, 0.0], [0.0, 0.0, 0.0], [0.0, -0.1, -0.1], [0.0, 0.0, 0.0], [0.1, -0.1, 0.0], [0.0, 0.0, 0.0], [-0.2, 0.0, 0.0], [0.0, -0.1, 0.0], [0.1, 0.1, 0.1], [0.0, 0.0, 0.1], [0.0, 0.0, 0.0], [0.0, 0.0, 0.0], [0.0, 0.0, 0.0], [0.0, 0.1, -0.1], [-0.1, -0.1, -0.1], [0.0, 0.1, 0.1], [-0.2, 1.3, -0.1], [-0.1, 0.1, 0.2], [1.5, -0.4, -0.8], [0.2, -0.6, 0.6], [-0.5, 0.0, 0.1], [0.4, -0.2, -0.4], [-1.3, -0.1, -0.7], [-0.1, -0.4, -0.1], [-0.2, 0.0, 0.1], [-0.1, 0.1, -0.2], [0.4, -0.7, 0.2], [0.0, 0.0, 0.0], [0.0, -0.2, 0.0], [0.2, 0.3, 0.6], [0.0, 0.0, -0.1], [-0.3, 0.0, -0.2], [0.0, 0.0, 0.1], [0.1, 0.0, 0.0], [0.0, 0.1, 0.0], [0.1, 0.2, 0.0], [-0.2, 0.0, 0.2], [0.1, -0.1, 0.1], [-0.2, 1.3, 0.4], [0.0, 0.0, 0.1], [0.0, -0.1, 0.0], [-0.1, 0.1, -0.1], [-0.1, 0.1, 0.0], [-0.1, -0.9, -0.5], [0.2, 0.1, 0.1], [-0.1, 0.0, 0.1], [0.0, 0.0, 0.0], [0.0, 0.1, 0.0], [0.0, 0.0, 0.0], [0.0, 0.0, -0.1], [0.0, 0.0, -0.1], [-0.1, 0.0, 0.0], [0.1, 0.0, 0.1], [0.0, 0.0, 0.0], [0.0, -0.1, 0.0], [0.0, 0.1, 0.0], [0.1, 0.0, -0.1], [-0.2, 0.0, -0.1], [0.0, 0.0, 0.0], [0.0, 0.0, 0.0], [-0.1, 0.0, 0.0], [0.0, 0.1, 0.0], [0.0, 0.0, 0.1], [0.1, 0.0, 0.0], [0.0, 0.0, 0.0], [0.0, -0.1, 0.1], [0.0, -0.1, -0.1], [0.0, 0.0, -0.1], [-0.2, -0.1, -0.1], [0.1, -0.1, 0.0], [0.0, 0.0, 0.0], [0.1, 0.0, 0.0], [0.0, 0.0, 0.1], [0.0, 0.4, 0.1], [0.0, 0.0, 0.0], [0.1, -0.1, 0.0], [-0.1, 0.0, -0.1], [0.0, 0.0, 0.0], [0.0, -0.1, 0.0], [0.3, 0.1, 0.3], [0.2, -0.4, 0.1], [0.3, 0.4, 0.3], [0.1, 0.0, 0.0], [0.1, -0.1, -0.1], [-0.1, 0.1, -0.1], [-0.2, 0.0, 0.3], [-0.1, 0.2, -0.1], [0.0, 0.2, -0.4], [0.0, 0.0, 0.0], [-0.1, -0.2, 0.0], [0.0, 0.0, 0.0]], "mulliken_charge": [-0.175, -0.132, -0.174, -0.209, -0.216, -0.177, -0.190, -0.174, 0.013, -0.202, -0.254, -0.160, -0.195, -0.224, -0.241, -0.164, -0.187, -0.163, 0.556, -0.268, -0.695, -0.562, -0.750, -0.211, -0.134, -0.700, 0.207, 0.062, 1.339, -0.528, -0.237, -0.474, -0.479, 0.221, -0.448, -0.431, 0.109, -0.145, -0.488, -0.073, -0.048, -0.161, -0.507, -0.510, -0.479, -0.749, -0.121, -0.745, 0.344, 0.339, -0.011, 0.330, 0.300, 0.293, -0.271, 0.290, -0.237, 0.044, 0.397, -0.119, 0.383, 0.413, 0.262, 0.305, -0.106, 0.314, 0.346, 0.375, 0.339, 0.333, -0.324, 0.310, 0.331, 0.361, 0.296, 0.184, 0.347, 0.382, 0.255, 0.302, -0.321, 0.407, 0.361, 0.278, 0.336, 0.301, -0.024, 0.252, -0.199, 0.333, 0.381, 0.407, 0.058], "energy_ev": -272130.647, "multiplicity": 1, "lumo_ev": 2.0, "charge": -1, "homo_lumo_gap_ha": 0.2561, "e_homo_ev": -4.95}